w) ORCA calculation (ωB97M-V with the def2-TZVPD basis set) on a single C9H12O2 molecule.

Geometry as XYZ:
```
23
Properties=species:S:1:pos:R:3
C 2.3243 1.0091 1.6432
C 1.5031 0.4010 1.0324
C 0.5143 -0.5045 -1.1294
C -0.4623 -1.3353 1.1192
C 0.2630 -0.2535 0.3136
C -1.1883 -0.0401 0.8182
C -2.4344 -0.0637 -0.0158
C -1.3013 0.9337 1.9185
C 2.1250 -0.1949 -2.8379
O -0.2880 -0.7284 -1.9807
O 1.8431 -0.2951 -1.5059
H 3.2293 1.5179 1.8270
H -0.7325 -2.2225 0.5669
H -0.0740 -1.3972 2.0251
H -2.3641 0.8984 -0.6887
H -3.3187 0.0204 0.6457
H -2.6313 -0.9114 -0.6349
H -1.2848 1.9538 1.5349
H -0.2935 0.9228 2.4029
H -2.1789 0.7993 2.5507
H 1.4326 0.4293 -3.3401
H 2.1497 -1.1338 -3.4173
H 3.1676 0.1949 -2.8477
```

The molar mass comes out at 152.19 g mol⁻¹. As for the structure (SMILES): C#C[C@@]1(C(=O)OC)CC1(C)C. As for the charge: 0. For the HOMO energy, the calculation gives -9.8889 eV. Its multiplicity is 1.

The net atomic charges from Löwdin, expressed in e, are:
1 C 0.112
2 C -0.030
3 C -0.399
4 C 0.026
5 C -0.199
6 C -0.461
7 C -0.040
8 C -0.048
9 C -0.107
10 O 0.138
11 O -0.060
12 H 0.027
13 H 0.130
14 H 0.068
15 H 0.132
16 H 0.088
17 H 0.065
18 H 0.095
19 H 0.081
20 H 0.094
21 H 0.079
22 H 0.100
23 H 0.110


x) ORCA calculation (ωB97M-V with the def2-TZVPD basis set) on a molecular structure, C9H12O2.

Geometry as XYZ:
```
23
Properties=species:S:1:pos:R:3
C -3.1865 -2.7902 -1.1438
C -2.4152 -1.5764 -0.7902
C -1.0365 -1.8643 -0.4990
C -0.1522 -0.6639 -0.2059
C 1.1252 -0.7157 0.0626
C 2.1317 0.0971 0.5266
C 2.2593 1.5942 0.6641
C 1.1631 2.4765 0.7257
C 1.4247 3.8394 1.1589
H -2.8833 -3.1679 -1.9816
H -4.1980 -2.5625 -1.5108
H -3.1485 -3.8380 -0.2393
H -2.6924 -0.7795 -1.5005
H -2.8920 -0.7655 0.2480
H -0.7145 0.4917 0.0573
H 1.7106 -1.8201 -0.0312
H 3.1487 -0.5796 0.6590
H 3.1029 2.1271 1.0893
H 1.2985 3.9018 2.3995
H 0.8881 4.4779 0.5641
H 2.3972 4.0467 1.0661
O -0.4853 -2.8605 -0.7210
O -0.0020 2.3715 0.2443
```

The molar mass comes out at 152.19 g mol⁻¹. As for the charge: 0. For the HOMO energy, the calculation gives -9.0776 eV. Its multiplicity is 1.

The net atomic charges from Löwdin, expressed in e, are:
1 C -0.126
2 C -0.233
3 C -0.510
4 C 0.001
5 C -0.179
6 C -0.033
7 C 0.015
8 C -0.495
9 C -0.036
10 H -0.012
11 H 0.074
12 H 0.200
13 H 0.122
14 H 0.226
15 H 0.183
16 H 0.171
17 H 0.150
18 H 0.093
19 H 0.179
20 H 0.060
21 H 0.018
22 O 0.138
23 O -0.005


w) (89.2 kcal/mol below the next structure)


w) ORCA calculation (ωB97M-V with the def2-TZVPD basis set) on 2 unconnected molecules or ions with the total composition C3H11NO2S.

Geometry as XYZ:
```
18
Properties=species:S:1:pos:R:3
C -1.5026 -0.5082 0.0372
O -2.4266 -1.5454 0.3012
C -0.3374 -0.6175 1.0056
C 0.5417 0.6255 0.8069
S 2.2050 0.5592 1.5813
N 0.3970 -1.8631 0.7455
H -1.1183 -0.5156 -0.9984
H -1.9753 0.4794 0.1839
H -3.0809 -1.5015 -0.4027
H -0.8015 -0.6374 1.9906
H 0.0624 1.5635 1.0705
H 0.7099 0.6414 -0.2642
H 2.7257 1.2932 0.5925
H 1.3861 -1.6713 0.6207
H 0.3479 -2.5007 1.5319
H 0.7653 2.6510 -2.4524
H 0.8892 1.3201 -3.1488
O 1.2123 2.2273 -3.2012
```

The molar mass comes out at 125.19 g mol⁻¹. As for the structure (SMILES): N[C@H](CO)CS.O. As for the charge: 0. For the HOMO energy, the calculation gives -9.3343 eV. Its multiplicity is 1.

The net atomic charges from Löwdin, expressed in e, are:
1 C -0.275
2 O -0.050
3 C -0.458
4 C -0.518
5 S 0.712
6 N 0.038
7 H 0.123
8 H 0.121
9 H 0.087
10 H 0.139
11 H 0.073
12 H 0.055
13 H -0.145
14 H 0.024
15 H 0.077
16 H 0.033
17 H 0.027
18 O -0.063


x) ORCA calculation (ωB97M-V with the def2-TZVPD basis set) on 2 unconnected molecules or ions with the total composition C3H11NO2S.

Geometry as XYZ:
```
18
Properties=species:S:1:pos:R:3
C 1.2469 0.6403 -1.1768
O 0.6635 0.0520 -2.3143
C 1.0423 -0.2892 0.0799
C 1.8747 0.2256 1.3239
S 1.3573 -0.6809 2.7929
N -0.4392 -0.4816 0.2473
H 0.7580 1.6274 -1.0623
H 2.3527 0.7312 -1.3350
H -0.1387 -0.4305 -2.0649
H 1.4607 -1.2220 -0.3329
H 2.9170 0.2117 1.0309
H 1.5560 1.2705 1.2837
H 1.7618 -1.9136 2.4344
H -0.7994 0.3603 0.6952
H -0.6400 -1.2307 0.9001
H -4.6429 0.9507 -0.4750
H -5.2648 0.0931 -1.4858
O -5.0658 0.0857 -0.5414
```

The molar mass comes out at 125.19 g mol⁻¹. As for the structure (SMILES): N[C@@H](CO)CS.O. As for the charge: 0. For the HOMO energy, the calculation gives -9.3698 eV. Its multiplicity is 1.

The net atomic charges from Löwdin, expressed in e, are:
1 C -0.257
2 O -0.087
3 C -0.441
4 C -0.535
5 S 0.708
6 N 0.020
7 H 0.118
8 H 0.130
9 H 0.075
10 H 0.133
11 H 0.071
12 H 0.077
13 H -0.131
14 H 0.074
15 H 0.046
16 H 0.031
17 H 0.033
18 O -0.065


y) ORCA calculation (ωB97M-V with the def2-TZVPD basis set) on 2 unconnected molecules or ions with the total composition C3H11NO2S.

Geometry as XYZ:
```
18
Properties=species:S:1:pos:R:3
C 1.1772 -0.6605 -0.3548
O 2.3130 -0.0197 0.3444
C 0.0014 0.1605 -0.8696
C -1.2484 -0.6601 -0.7379
S -2.4759 0.0701 -1.7942
N -0.2587 1.5456 -0.1751
H 0.8075 -1.4455 0.3095
H 1.8028 -1.0977 -1.1692
H 1.9992 0.9472 0.5302
H 0.0731 0.3143 -1.9327
H -1.0735 -1.7142 -1.1579
H -1.6283 -0.7601 0.2493
H -3.4514 0.2089 -0.8285
H -0.5568 2.2743 -0.9612
H -0.8650 1.6431 0.6584
H 0.7616 0.1856 2.0029
H 1.3698 -0.9841 3.0192
O 1.2525 -0.0077 2.8675
```

The molar mass comes out at 125.19 g mol⁻¹. As for the structure (SMILES): N[C@@H](CO)CS.O. As for the charge: 0. For the HOMO energy, the calculation gives -9.3614 eV. Its multiplicity is 1.

The net atomic charges from Löwdin, expressed in e, are:
1 C -0.214
2 O -0.142
3 C -0.443
4 C -0.601
5 S 0.721
6 N -0.001
7 H 0.102
8 H 0.132
9 H 0.109
10 H 0.105
11 H 0.103
12 H 0.067
13 H -0.111
14 H 0.115
15 H 0.072
16 H 0.030
17 H 0.064
18 O -0.108


w) (2.6 kcal/mol below the next structure)